C15H28N4O6S | ωB97M-V/def2-TZVPD

As for the structure (SMILES): CC(=O)N[C@@H]1[C@@H](O)[C@H](O)C(CO)=C[C@H]1N.CNC(=O)[C@H](CS)NC(C)=O. The gap between HOMO and LUMO comes out at 9.3 eV. The total energy comes out at -1657.0328 a.u. The lowest unoccupied orbital energy is 0.31 eV.

CARTESIAN COORDINATES (ANGSTROEM)
C1 -0.97750 -0.32352 -0.12013
C2 -1.52879 -0.85409 -1.42848
O1 -2.71037 -0.69593 -1.68624
N1 -0.68771 -1.51503 -2.30651
C3 -1.10499 -2.13886 -3.57452
C4 -1.50664 -1.05910 -4.60867
O2 -0.33149 -0.37565 -5.08781
C5 -2.26163 -1.69641 -5.77985
O3 -2.48946 -0.69808 -6.77727
C6 -3.54666 -2.27536 -5.24262
C7 -4.87249 -2.04330 -5.91665
O4 -4.75566 -2.46169 -7.27108
C8 -3.48199 -3.00877 -4.07715
C9 -2.19013 -3.23837 -3.34117
N2 -1.69107 -4.53653 -3.80470
H1 -1.76422 0.18536 0.44397
H2 -0.17018 0.38663 -0.31413
H3 -0.59006 -1.14749 0.48379
H4 0.26275 -1.67719 -1.98788
H5 -0.23413 -2.64854 -4.00063
H6 -2.17954 -0.33047 -4.14371
H7 0.09319 0.10100 -4.35383
H8 -1.65876 -2.50086 -6.21515
H9 -1.66044 -0.18961 -6.86573
H10 -5.67276 -2.60252 -5.42066
H11 -5.12630 -0.97885 -5.87208
H12 -3.97109 -2.01399 -7.64476
H13 -4.39099 -3.42415 -3.65501
H14 -2.42111 -3.30627 -2.27261
H15 -2.46243 -5.19113 -3.93347
H16 -0.99687 -4.91435 -3.16218
C10 4.97515 0.50598 6.70127
N3 4.10248 1.49501 6.06955
C11 3.34244 1.25576 4.99002
O5 3.36975 0.16993 4.42395
C12 2.49433 2.43109 4.44039
C13 2.14929 2.33988 2.94200
S1 0.81593 1.14049 2.64225
N4 3.14569 3.72710 4.68271
C14 2.90267 4.59641 5.66164
C15 1.79307 4.33291 6.65937
O6 3.58784 5.59781 5.77053
H17 5.54013 -0.03268 5.93718
H18 5.67454 0.99695 7.37933
H19 4.37433 -0.21329 7.26075
H20 4.09084 2.42654 6.45499
H21 1.55174 2.39642 4.98407
H22 3.03695 2.03371 2.38509
H23 1.82393 3.31554 2.57687
H24 -0.18411 1.82999 3.20252
H25 3.90480 3.98523 4.07012
H26 1.95923 3.38189 7.16079
H27 0.83528 4.32748 6.14257
H28 1.79319 5.13300 7.39899